A | Formula: C3H4NP
Source: OMol25
Level of theory: wB97M-V/def2-TZVPD

Structure (XYZ):
```
9
Properties=species:S:1:pos:R:3:mulliken_charge:R:1
C 1.0011 -0.4813 -0.0958 -0.25
N 1.0926 0.7011 -0.7206 -0.46
C -0.0590 1.2647 -0.8638 -0.13
P -1.4510 0.1289 -0.3875 -0.10
C -0.1799 -1.0888 0.1377 -0.28
H 2.1285 -0.9219 -0.0717 0.29
H 0.0436 2.3412 -1.0742 0.41
H -1.4069 0.8661 0.7872 0.07
H -0.4889 -2.0306 0.4492 0.45
```

As for the SMILES: C1=NC=[PH]=C1. The calculation puts the orbital gap at 0.355 Ha. Its spin multiplicity is 1.

---

B | Formula: C3H4NP
Source: OMol25
Level of theory: wB97M-V/def2-TZVPD

Structure (XYZ):
```
9
Properties=species:S:1:pos:R:3:mulliken_charge:R:1
C -0.2320 -0.8400 -2.4672 -0.22
C -0.4445 0.8289 0.6885 -0.51
C 0.6452 -0.1527 0.9671 -0.59
N -0.7574 -1.5183 -3.2017 -0.33
P 0.9050 0.9447 -0.4965 0.30
H -1.3631 0.2825 0.4284 0.32
H -0.4365 1.5755 1.4834 0.35
H 1.1749 -0.0138 1.8107 0.34
H 0.5083 -1.1069 0.7873 0.34
```

The calculation puts the orbital gap (spin up / spin down) at 0.288 / 0.288 Ha. Its spin multiplicity is 1.

---

Q: Which of them is the least stable? A: B.